A 6-piece molecular cluster, C25H47FO20P2S5 overall at a distorted geometry, computed with the ωB97M-V functional and the def2-TZVPD basis.

Values from the calculation:
**LUMO energy**: -0.0309 Eh
**Largest force on an atom**: 2.043 eV/A
**SMILES**: O=C1C(F)=C(PP(=O)(O)O)C(=O)c2ccccc21.CCOS(C)(=O)=O.CCOS(C)(=O)=O.CCOS(C)(=O)=O.CCOS(C)(=O)=O.CCOS(C)(=O)=O
**Total energy**: -143107.977 eV
**Energy above the lowest of the compared OMol25 structures with the same formula, charge and spin**: 0.000 eV
**Charge**: 0

The geometry in XYZ format:
```
100
Properties=species:S:1:pos:R:3:forces:R:3:lowdin_charge:R:1
O 0.379 -1.710 -3.852 0.5 0.4 0.1 0.142
C 0.725 -0.628 -3.433 -0.1 -0.5 0.0 -0.248
C 1.477 0.386 -4.259 -0.2 0.1 0.5 -0.247
F 2.420 0.000 -5.102 -0.2 -0.6 -0.1 0.093
C 1.186 1.669 -4.092 0.0 1.3 0.1 -0.308
P 2.146 2.887 -5.061 0.3 0.0 -1.3 0.920
P 3.930 3.081 -3.824 -1.0 -1.2 1.3 0.256
O 4.614 1.788 -3.871 0.4 -0.2 -0.6 -0.317
O 4.832 4.336 -4.264 -0.8 -0.1 0.1 -0.156
O 3.434 3.338 -2.295 0.8 1.2 -1.0 -0.168
C 0.118 2.067 -3.098 -0.2 0.2 0.2 -0.319
O -0.622 3.010 -3.281 0.7 -0.5 0.2 0.116
C 0.076 1.191 -1.872 0.2 0.5 -1.4 -0.100
C -0.235 1.659 -0.633 -0.4 0.8 0.2 0.006
C -0.202 0.783 0.424 -0.3 0.6 1.4 -0.070
C 0.139 -0.526 0.260 0.1 -1.0 0.4 -0.045
C 0.432 -0.999 -0.994 0.3 -1.1 -0.3 0.002
C 0.403 -0.141 -2.050 0.2 0.1 -1.3 -0.104
H 1.452 4.117 -5.070 -0.1 -0.2 0.8 -0.054
H 5.011 4.232 -5.210 0.3 0.2 0.0 0.080
H 4.199 3.712 -1.830 -0.2 -0.1 0.5 0.077
H -0.500 2.697 -0.479 0.0 0.0 -0.1 0.136
H -0.461 1.137 1.413 0.0 0.1 0.0 0.109
H 0.183 -1.222 1.086 -0.1 0.1 0.2 0.117
H 0.726 -2.024 -1.183 -0.1 -0.1 0.2 0.125
O 3.223 -3.321 -0.215 0.0 0.3 0.1 -0.284
S 4.632 -3.451 -0.444 0.2 -0.5 -0.4 0.566
O 5.551 -2.457 0.011 -0.2 0.2 0.2 -0.271
O 4.874 -3.710 -1.994 -0.1 -0.2 0.2 -0.261
C 4.299 -2.770 -2.931 -0.1 0.6 -0.5 -0.242
C 5.091 -1.481 -3.016 0.0 0.0 0.2 -0.069
C 5.167 -5.025 0.136 0.0 -0.1 -0.1 -0.123
H 3.255 -2.578 -2.675 0.0 -0.1 0.2 0.102
H 4.306 -3.272 -3.897 0.1 -0.2 0.1 0.123
H 5.026 -0.915 -2.087 0.0 0.0 0.0 0.074
H 4.711 -0.850 -3.820 0.0 0.0 0.0 0.058
H 6.146 -1.690 -3.196 0.0 0.0 -0.1 0.087
H 4.494 -5.788 -0.246 0.0 0.0 0.0 0.074
H 5.134 -5.001 1.222 0.0 0.1 0.0 0.076
H 6.185 -5.196 -0.205 0.0 0.0 0.0 0.075
O -2.796 0.470 2.467 0.2 0.4 0.2 -0.291
S -3.800 0.824 1.508 -0.6 -0.6 -0.5 0.567
O -3.866 2.143 0.961 0.3 0.2 0.2 -0.268
O -5.226 0.428 2.091 0.1 -0.1 -0.1 -0.254
C -5.586 0.925 3.394 -0.2 0.4 0.6 -0.250
C -6.005 2.383 3.354 0.2 0.1 -0.2 -0.073
C -3.770 -0.340 0.190 0.0 -0.1 0.0 -0.100
H -4.768 0.764 4.097 0.1 -0.1 -0.2 0.111
H -6.422 0.312 3.727 0.1 -0.2 -0.2 0.123
H -5.162 3.029 3.108 0.0 0.0 0.0 0.071
H -6.397 2.690 4.324 0.0 -0.1 0.0 0.080
H -6.769 2.543 2.593 -0.1 0.0 0.1 0.085
H -3.762 -1.344 0.610 0.0 0.0 0.0 0.074
H -2.861 -0.161 -0.383 0.0 0.1 0.1 0.063
H -4.646 -0.183 -0.434 0.0 0.0 0.0 0.079
O -3.425 -1.910 4.866 -0.3 -0.1 -0.2 -0.276
S -2.316 -2.506 4.184 0.6 0.2 0.2 0.566
O -2.429 -2.923 2.818 -0.3 0.0 -0.1 -0.281
O -1.782 -3.734 5.053 0.1 0.2 0.0 -0.260
C -2.728 -4.742 5.448 -0.4 -0.5 0.0 -0.256
C -3.065 -5.689 4.313 0.0 0.1 -0.2 -0.074
C -0.900 -1.478 4.354 0.2 0.1 0.1 -0.110
H -3.627 -4.275 5.855 0.1 0.2 -0.1 0.114
H -2.255 -5.295 6.258 0.2 0.2 0.0 0.121
H -3.618 -5.179 3.525 0.0 0.0 0.0 0.070
H -3.677 -6.515 4.677 0.0 0.0 0.1 0.080
H -2.156 -6.090 3.864 0.0 0.0 0.1 0.084
H -0.789 -1.201 5.400 0.0 0.0 0.0 0.073
H -1.063 -0.593 3.743 -0.2 0.0 0.0 0.050
H -0.027 -2.022 4.001 0.0 0.0 0.0 0.078
O 1.137 2.484 6.911 -0.2 -0.2 -0.2 -0.273
S 1.226 1.668 8.082 0.2 0.2 0.5 0.566
O 0.982 0.260 8.020 -0.1 0.0 -0.3 -0.279
O 0.312 2.301 9.224 0.2 0.0 0.0 -0.264
C -1.068 2.569 8.912 -0.7 0.0 -0.1 -0.252
C -1.915 1.311 8.928 0.2 -0.2 -0.1 -0.071
C 2.779 1.945 8.864 0.0 0.0 0.1 -0.122
H -1.144 3.086 7.953 0.2 0.0 0.0 0.115
H -1.420 3.257 9.679 0.3 0.0 0.1 0.121
H -1.643 0.642 8.113 0.0 0.0 0.0 0.066
H -2.970 1.564 8.820 0.0 0.1 0.0 0.082
H -1.773 0.764 9.859 0.0 0.1 0.0 0.085
H 2.943 3.015 8.951 0.0 0.0 0.0 0.075
H 3.544 1.493 8.237 -0.1 0.0 -0.1 0.077
H 2.768 1.471 9.842 0.0 0.0 0.0 0.075
O -1.989 1.465 -8.284 0.0 0.3 0.0 -0.270
S -0.582 1.343 -8.514 0.2 -0.6 -0.2 0.564
O 0.330 2.341 -8.049 -0.2 0.2 0.1 -0.301
O -0.334 1.099 -10.070 0.0 -0.1 0.1 -0.263
C -0.910 2.036 -10.999 -0.2 0.5 -0.4 -0.255
C -0.121 3.328 -11.073 0.1 0.1 0.3 -0.075
C -0.033 -0.234 -7.954 0.0 -0.1 -0.1 -0.111
H -1.955 2.223 -10.747 0.0 -0.1 0.2 0.115
H -0.895 1.542 -11.970 0.1 -0.2 0.1 0.121
H -0.192 3.887 -10.140 0.0 0.0 0.0 0.070
H -0.502 3.959 -11.876 0.0 -0.1 0.0 0.081
H 0.936 3.124 -11.250 0.0 0.0 -0.1 0.084
H -0.700 -0.998 -8.344 0.0 0.0 0.0 0.077
H -0.064 -0.223 -6.866 0.0 0.1 0.0 0.063
H 0.987 -0.392 -8.297 0.0 0.0 0.0 0.079
```
Forces are in eV/Å.

---

One molecule with the formula C2HClS2 at a distorted geometry, computed with the ωB97M-V functional and the def2-TZVPD basis.

Values from the calculation:
**LUMO energy**: -0.0730 Eh
**Largest force on an atom**: 4.995 eV/A
**SMILES**: S=CC(=S)Cl
**Total energy**: -36281.449 eV
**Energy above the lowest of the compared OMol25 structures with the same formula, charge and spin**: 0.000 eV
**Charge**: 0

The geometry in XYZ format:
```
6
Properties=species:S:1:pos:R:3:forces:R:3:nbo_charge:R:1
C 0.132 0.623 0.443 2.8 2.0 3.6 -0.345
C 0.733 -0.062 1.707 0.0 0.6 -1.0 -0.264
S 0.474 2.150 0.108 -0.2 -0.1 -0.4 0.179
S 0.562 -1.625 1.964 -0.3 -0.4 0.0 0.176
Cl 1.736 0.911 2.768 -0.5 -0.1 -0.5 0.047
H -0.508 0.035 -0.074 -1.9 -1.9 -1.7 0.207
```
Forces are in eV/Å.